Entry from OMol25: a molecular structure, C16H13Cl4N4O2SYb at a distorted geometry (ωB97M-V with the def2-TZVPD basis set).

Largest force on an atom, eV/A: 3.39
Relative energy (zero: lowest compared OMol25 entry of this formula, charge and spin), kJ/mol: 160.8
<S²>: 0.75
Charge: 0
Electronic energy, eV: -119315.4648
2S+1: 2

XYZ file:
```
41
Properties=species:S:1:pos:R:3:forces:R:3:mulliken_spin:R:1
Yb 0.398 -0.677 -0.531 -1.116 2.341 2.185 0.990
Cl 3.352 -5.150 -4.706 0.009 -0.006 -0.005 0.000
C 2.178 -4.201 -3.876 -0.038 0.021 0.012 0.000
C 0.825 -4.355 -4.152 0.036 0.000 0.011 0.000
Cl 0.306 -5.499 -5.330 -0.010 -0.002 -0.001 0.000
C -0.122 -3.581 -3.472 -0.029 -0.009 -0.026 0.001
Cl -1.807 -3.746 -3.783 -0.004 0.005 0.005 0.000
C 0.284 -2.656 -2.524 -0.021 -0.179 -0.181 -0.001
O -0.549 -1.874 -1.821 -0.299 -0.896 -0.933 0.005
C 1.657 -2.499 -2.247 0.216 -0.234 -0.205 -0.002
O 1.972 -1.581 -1.313 1.245 -1.135 -0.973 0.005
C 2.590 -3.269 -2.919 0.002 0.010 0.004 0.001
Cl 4.258 -3.043 -2.541 0.017 0.002 0.003 0.000
C 2.387 2.915 3.616 -0.020 -0.018 -0.027 0.000
C 2.611 1.920 2.529 0.015 0.009 0.005 0.000
C 3.767 1.352 2.026 0.017 -0.001 0.010 0.000
C 3.361 0.485 1.007 -0.061 -0.040 -0.018 0.000
N 2.022 0.516 0.887 0.163 -0.052 0.037 -0.001
N 1.604 1.397 1.830 -0.088 0.020 0.030 0.000
C 4.244 -0.367 0.158 -0.023 0.031 0.019 0.000
H 3.337 3.213 4.052 0.003 0.002 0.000 0.000
H 1.761 2.494 4.404 0.009 0.006 0.009 0.000
H 1.887 3.804 3.230 0.008 0.010 0.008 0.000
H 4.776 1.537 2.352 0.003 0.003 -0.003 0.000
H 0.606 1.596 1.886 0.005 -0.026 -0.035 0.000
H 5.283 -0.199 0.433 -0.004 0.011 0.012 0.000
H 4.119 -0.140 -0.899 0.006 -0.022 -0.010 0.000
H 4.013 -1.424 0.280 0.011 -0.011 -0.021 0.000
C -6.156 1.197 -0.401 0.026 -0.001 0.004 0.000
C -5.048 1.595 0.525 0.013 -0.029 -0.008 0.000
C -5.253 2.392 1.642 -0.020 0.033 0.039 0.000
C -4.144 2.686 2.413 0.021 -0.035 -0.009 0.000
N -2.925 2.245 2.121 0.001 -0.109 -0.018 0.000
C -2.835 1.482 1.028 -0.055 0.208 -0.078 0.000
S -1.207 0.966 0.609 0.012 0.185 0.196 0.002
N -3.830 1.142 0.221 0.003 -0.100 -0.031 0.000
H -7.111 1.618 -0.094 -0.001 0.003 0.005 0.000
H -6.233 0.110 -0.428 -0.012 -0.001 -0.008 0.000
H -5.922 1.528 -1.412 -0.012 -0.004 -0.002 0.000
H -6.234 2.768 1.897 -0.001 -0.003 0.000 0.000
H -4.225 3.301 3.303 -0.027 0.012 -0.005 0.000
```
Positions in Å, forces in eV/Å.

=====

Entry from OMol25: 4 unconnected molecules or ions with the total composition C7H18O4 at a distorted geometry (ωB97M-V with the def2-TZVPD basis set).

Largest force on an atom, eV/A: 4.61
Relative energy (zero: lowest compared OMol25 entry of this formula, charge and spin), kJ/mol: 119.1
SMILES: C/C=C(\C)CCC=O.O.O.O
Charge: 0
Electronic energy, eV: -15739.1432

XYZ file:
```
29
Properties=species:S:1:pos:R:3:forces:R:3:mulliken_charge:R:1
C -1.960 -1.861 -1.562 -1.497 -0.576 -0.886 -1.955
C -1.333 -0.762 -0.877 2.259 3.142 1.951 0.223
C -1.239 -0.580 0.487 0.656 1.708 -4.098 0.568
C -1.839 -1.523 1.365 0.936 -2.782 2.688 -1.462
C -0.599 0.650 1.129 -1.573 -0.536 1.137 -0.522
C -0.097 1.728 0.213 -3.209 2.091 -0.879 -0.892
C -0.069 3.037 1.075 2.525 -2.174 -0.633 -0.083
O 0.996 3.331 1.573 -0.148 0.672 0.251 -0.544
H -2.995 -1.896 -1.311 -1.120 -0.149 0.582 0.495
H -2.052 -1.788 -2.635 0.697 0.253 -0.442 0.387
H -1.600 -2.824 -1.315 0.702 -1.120 0.264 0.448
H -0.868 0.033 -1.530 -0.497 -0.865 0.764 0.297
H -1.165 -1.601 2.302 -1.291 0.012 -1.084 0.367
H -2.847 -1.264 1.669 -0.202 0.047 0.165 0.269
H -1.835 -2.549 0.920 -0.248 0.765 0.411 0.367
H -1.377 1.121 1.802 0.274 -0.539 -0.597 0.356
H 0.129 0.320 1.896 0.156 0.157 -0.663 0.370
H -0.840 1.889 -0.691 1.357 -0.341 1.799 0.361
H 0.857 1.494 -0.160 1.269 0.071 -0.538 0.503
H -0.897 3.620 1.400 -1.554 0.373 -0.283 0.486
O 3.152 -1.181 -0.266 0.632 0.601 3.575 -0.657
H 2.698 -0.699 0.497 1.299 -0.688 -1.167 0.322
H 2.499 -1.094 -0.903 -1.822 0.249 -2.433 0.331
O 2.690 1.264 1.372 0.304 -1.173 0.108 -0.613
H 2.027 1.934 1.566 0.316 0.672 -0.064 0.317
H 3.483 1.684 1.030 -0.142 0.196 0.023 0.275
O 1.744 -0.476 -2.977 -4.064 1.256 1.772 -0.649
H 2.422 -0.992 -3.301 1.922 -2.110 -1.056 0.295
H 0.916 -1.015 -2.770 2.061 0.788 -0.667 0.337
```
Positions in Å, forces in eV/Å.

=====

Entry from OMol25: a molecular structure, C20H33N3O7PRbS7Sb at a distorted geometry (ωB97M-V with the def2-TZVPD basis set).

Largest force on an atom, eV/A: 2.12
Relative energy (zero: lowest compared OMol25 entry of this formula, charge and spin), kJ/mol: 37.1
<S²>: 0.79
Charge: -2
Electronic energy, eV: -132403.1776
2S+1: 2

XYZ file:
```
73
Properties=species:S:1:pos:R:3:forces:R:3:mulliken_spin:R:1
Rb -1.007 -0.600 -0.717 2.014 -0.617 0.273 -0.006
C 4.369 0.644 1.289 0.007 -0.020 -0.073 0.000
C 4.829 -0.223 0.116 0.059 0.001 0.033 0.000
S 3.626 -0.529 -1.204 -0.042 0.001 0.000 0.000
C 3.904 0.886 -2.303 0.057 -0.004 -0.062 0.000
C 3.134 2.168 -1.999 0.037 -0.024 -0.022 0.000
S 1.386 1.945 -2.409 -0.047 -0.052 0.051 0.000
C 0.591 3.244 -1.425 -0.002 0.087 -0.032 -0.002
C 1.032 3.345 0.029 -0.036 0.034 0.022 -0.001
S 1.210 1.706 0.763 -0.100 -0.045 0.017 0.000
C 1.838 2.215 2.372 0.116 -0.003 0.029 0.000
C 2.296 1.008 3.189 0.051 0.048 0.043 0.000
S 3.170 -0.291 2.268 -0.009 -0.003 0.046 0.000
H 3.885 1.543 0.915 -0.017 0.032 0.002 0.000
H 5.232 0.927 1.897 -0.013 -0.025 0.028 0.000
H 5.101 -1.214 0.484 0.016 -0.032 0.019 0.000
H 5.735 0.201 -0.325 -0.024 0.036 -0.033 0.000
H 3.638 0.524 -3.298 -0.023 -0.012 0.005 0.000
H 4.978 1.092 -2.320 0.004 -0.006 0.014 0.000
H 3.560 2.982 -2.594 -0.027 0.015 0.004 0.000
H 3.231 2.421 -0.945 -0.013 0.000 0.021 0.000
H -0.469 2.986 -1.458 -0.006 -0.034 0.001 0.000
H 0.723 4.216 -1.908 -0.016 -0.047 0.024 0.000
H 0.283 3.915 0.580 -0.026 0.007 0.023 0.001
H 1.997 3.859 0.107 -0.017 -0.004 0.014 0.000
H 1.070 2.756 2.928 -0.014 -0.003 0.009 0.000
H 2.679 2.902 2.226 -0.029 -0.024 -0.040 0.000
H 1.434 0.486 3.606 -0.025 -0.016 -0.019 0.000
H 2.910 1.349 4.028 -0.043 -0.018 -0.048 0.000
S -1.095 -2.221 -5.757 0.051 0.062 0.115 0.004
Sb -2.414 -1.974 -3.628 -0.049 -0.273 -0.270 0.004
S -0.277 -0.877 -4.346 -0.065 0.012 0.012 -0.001
S -1.711 -3.760 -2.371 0.023 0.085 0.068 0.000
C 2.058 -5.228 -0.059 0.018 -0.002 0.003 0.000
C 1.478 -3.827 -0.210 0.009 0.032 -0.041 0.000
P 0.346 -3.226 1.113 -0.003 0.001 0.015 0.000
C -0.932 -4.560 1.126 0.064 -0.068 -0.077 0.000
C -2.248 -4.117 1.755 -0.089 0.042 0.030 -0.010
C 1.324 -3.619 2.636 0.120 -0.058 -0.060 0.000
C 0.722 -3.019 3.900 -0.041 0.010 0.044 0.000
H 2.646 -5.499 -0.937 0.034 0.002 -0.042 0.000
H 1.271 -5.975 0.044 -0.070 -0.038 0.003 0.000
H 2.709 -5.308 0.814 0.025 0.002 0.035 0.000
H 0.888 -3.757 -1.131 -0.011 -0.009 0.001 0.000
H 2.278 -3.087 -0.311 -0.016 -0.010 0.049 0.000
H -0.539 -5.459 1.616 -0.016 0.010 0.001 0.000
H -1.118 -4.799 0.075 0.034 0.003 0.048 0.001
H -2.129 -3.808 2.796 0.006 0.007 0.008 0.000
H -2.982 -4.925 1.727 -0.005 -0.020 0.010 0.000
H -2.672 -3.279 1.201 0.016 0.001 -0.012 0.006
H 2.324 -3.203 2.479 -0.018 0.001 -0.019 0.000
H 1.440 -4.702 2.745 0.004 0.015 0.002 0.000
H 0.567 -1.946 3.783 -0.003 0.063 -0.018 0.000
H 1.369 -3.174 4.766 0.031 -0.018 0.038 0.000
H -0.249 -3.459 4.128 -0.047 -0.025 0.008 0.000
O -6.555 5.541 -2.270 -0.244 -0.103 0.104 0.003
N -6.510 4.321 -2.406 0.536 -0.081 -0.460 -0.001
O -7.315 3.694 -3.084 -0.062 0.168 0.260 -0.013
C -5.398 3.594 -1.811 -0.434 0.032 -0.119 -0.083
C -4.529 4.286 -1.015 -0.071 0.012 0.051 0.153
C -3.480 3.582 -0.416 0.127 0.234 0.353 -0.016
C -3.179 2.193 -0.704 -0.333 -0.180 0.006 0.027
O -2.117 1.641 -0.388 -0.085 0.772 0.085 -0.023
C -4.247 1.506 -1.465 0.335 -0.114 0.095 -0.138
C -5.295 2.210 -2.032 -0.243 0.255 -0.081 0.324
N -4.225 0.135 -1.671 0.118 0.335 0.391 0.247
O -5.104 -0.383 -2.398 -0.398 -0.288 -0.313 0.227
O -3.356 -0.613 -1.083 -1.276 -0.032 -0.426 0.127
N -2.695 4.326 0.520 0.293 -0.225 -0.266 0.021
O -1.972 3.736 1.328 -0.158 0.187 -0.149 0.035
O -2.770 5.563 0.496 0.041 -0.064 0.159 0.026
H -4.658 5.338 -0.818 0.000 -0.073 -0.019 0.023
H -6.016 1.679 -2.630 0.018 0.064 0.024 0.061
```
Positions in Å, forces in eV/Å.

=====

Entry from OMol25: C27H44O2 in the gas phase (ωB97M-V with the def2-TZVPD basis set).

Largest force on an atom, eV/A: 0.78
Relative energy (zero: lowest compared OMol25 entry of this formula, charge and spin), kJ/mol: 1.0
SMILES: C=C1CC[C@H](O)C/C1=C/C=C1\CCC[C@]2(C)[C@@H]([C@H](C)CCCC(C)(C)O)CC[C@@H]12
Charge: 0
Electronic energy, eV: -32808.1865

XYZ file:
```
73
Properties=species:S:1:pos:R:3:forces:R:3:mulliken_charge:R:1
C 3.947 2.550 -1.086 0.033 0.035 -0.039 -1.327
C 4.680 1.790 -0.280 -0.137 0.277 0.130 0.418
C 5.437 2.355 0.892 0.081 0.136 -0.092 -0.712
C 6.901 1.919 0.858 -0.064 -0.271 0.291 -0.733
C 6.998 0.393 0.807 -0.212 0.272 -0.265 -0.058
O 8.333 -0.056 0.864 0.375 -0.091 -0.056 -0.569
C 6.278 -0.119 -0.448 0.060 -0.141 0.310 -1.150
C 4.848 0.343 -0.476 -0.091 -0.441 -0.251 1.037
C 3.835 -0.520 -0.657 0.489 0.016 0.055 -1.211
C 2.436 -0.181 -0.613 -0.605 0.062 -0.023 -0.114
C 1.410 -0.970 -0.955 0.065 0.153 -0.269 -0.001
C 1.523 -2.358 -1.521 0.199 -0.120 0.204 -0.879
C 0.730 -3.363 -0.678 -0.105 -0.026 -0.184 -0.874
C -0.719 -2.924 -0.462 0.143 -0.020 0.189 -0.936
C -0.789 -1.515 0.133 -0.215 -0.161 -0.277 1.095
C -0.168 -1.486 1.531 -0.047 0.013 -0.228 -2.121
C -2.187 -0.851 0.118 0.052 0.032 0.347 -0.119
C -3.180 -1.217 1.233 -0.149 -0.059 -0.158 0.665
C -3.523 -2.707 1.258 0.119 0.212 0.106 -2.164
C -4.467 -0.378 1.125 0.176 -0.082 -0.137 -1.026
C -5.247 -0.565 -0.173 -0.121 0.130 0.273 -0.241
C -6.607 0.138 -0.182 0.338 0.159 -0.237 -1.494
C -6.559 1.684 -0.171 -0.741 0.027 0.250 1.652
C -6.700 2.239 1.254 0.183 -0.140 -0.288 -1.696
C -7.712 2.234 -1.024 0.340 -0.136 0.123 -1.927
O -5.321 2.090 -0.734 0.313 0.073 -0.138 -0.514
C -1.870 0.664 0.109 0.004 0.007 -0.080 -1.242
C -0.409 0.823 -0.345 0.026 -0.075 -0.159 -1.045
C -0.028 -0.570 -0.832 0.098 0.221 0.315 0.064
H 3.430 2.138 -1.935 -0.087 -0.144 -0.165 0.366
H 3.849 3.611 -0.928 0.033 0.212 0.092 0.321
H 5.369 3.445 0.895 -0.067 -0.026 0.044 0.382
H 4.980 1.984 1.815 -0.001 0.033 0.046 0.324
H 7.426 2.288 1.742 0.041 -0.015 -0.039 0.310
H 7.388 2.340 -0.027 0.049 -0.010 -0.029 0.347
H 6.525 -0.036 1.698 -0.044 0.070 -0.089 0.352
H 8.805 0.289 0.096 -0.020 -0.021 0.043 0.358
H 6.333 -1.209 -0.483 0.010 0.023 -0.022 0.199
H 6.802 0.274 -1.328 0.076 0.017 0.011 0.487
H 4.087 -1.562 -0.804 0.121 -0.083 -0.010 0.195
H 2.223 0.818 -0.258 -0.145 0.065 0.040 0.534
H 2.560 -2.682 -1.591 0.003 -0.005 -0.095 0.358
H 1.112 -2.349 -2.536 0.015 0.007 -0.046 0.355
H 1.222 -3.485 0.288 0.043 -0.069 0.031 0.364
H 0.741 -4.335 -1.177 0.047 -0.021 0.073 0.462
H -1.207 -3.650 0.189 -0.094 -0.029 -0.020 0.360
H -1.244 -2.933 -1.421 -0.086 0.010 -0.054 0.458
H 0.914 -1.577 1.471 0.087 -0.020 0.095 0.471
H -0.551 -2.304 2.136 -0.059 -0.076 0.117 0.298
H -0.394 -0.553 2.038 0.000 0.146 0.145 0.482
H -2.652 -1.119 -0.836 0.009 -0.036 -0.084 0.648
H -2.726 -0.963 2.197 0.052 0.040 -0.027 0.555
H -3.729 -3.079 0.258 -0.038 -0.119 -0.122 0.398
H -4.403 -2.877 1.876 -0.110 -0.076 0.061 0.464
H -2.708 -3.289 1.679 0.070 -0.130 -0.004 0.433
H -4.210 0.674 1.221 -0.041 0.086 0.093 0.207
H -5.114 -0.645 1.966 -0.025 0.053 0.081 0.460
H -5.430 -1.628 -0.340 0.035 -0.057 -0.085 0.456
H -4.665 -0.180 -1.008 0.046 -0.103 -0.097 0.178
H -7.127 -0.178 -1.089 -0.094 -0.019 0.014 0.368
H -7.200 -0.196 0.672 -0.101 -0.024 0.000 0.431
H -7.661 1.955 1.673 -0.121 -0.012 0.076 0.393
H -5.912 1.858 1.897 0.070 -0.039 0.098 0.378
H -6.639 3.327 1.242 -0.014 0.114 0.005 0.440
H -8.663 1.841 -0.675 -0.153 -0.021 0.036 0.367
H -7.573 1.947 -2.064 0.002 -0.056 -0.081 0.450
H -7.746 3.322 -0.968 -0.031 0.124 0.021 0.467
H -5.306 3.052 -0.763 0.000 -0.019 -0.005 0.372
H -2.554 1.192 -0.553 -0.089 0.081 0.063 0.146
H -1.997 1.081 1.109 -0.092 0.052 0.048 0.407
H 0.220 1.124 0.491 0.067 0.046 0.022 0.367
H -0.300 1.569 -1.132 0.078 0.066 0.024 0.441
H -0.484 -0.706 -1.821 -0.053 -0.076 -0.015 0.613
```
Positions in Å, forces in eV/Å.